1.
Formula: C4H8O2
Source: OMol25
Level of theory: ωB97M-V/def2-TZVPD

```
! wB97M-V def2-TZVPD RIJCOSX def2/J DEFGRID3
* xyz 0 1
C -1.23 -0.02 -0.98
C -0.41 1.06 -0.30
O -0.23 1.03 1.16
C 0.86 0.66 0.31
C 1.12 -0.85 0.42
O 0.02 -1.42 1.09
H -1.31 -0.84 -0.27
H -0.67 -0.43 -1.83
H -2.20 0.32 -1.33
H -0.57 2.10 -0.59
H 1.71 1.33 0.33
H 2.03 -1.04 1.00
H 1.25 -1.28 -0.58
H -0.36 -0.63 1.55
*
```

Electronic energy = -307.6280 Ha
Orbital gap = 11.1 eV
Molar mass = 88.1 u
Relative energy (zero: lowest compared OMol25 entry of this formula, charge and spin) = 221.7 kJ/mol
Maximum force = 0.018 Eh/bohr
SMILES = C[C@H]1O[C@H]1CO
E_HOMO = -10.03 eV
E_LUMO = 1.04 eV

2.
Formula: C22H26IN4RuSSe2
Source: OMol25
Level of theory: ωB97M-V/def2-TZVPD

```
! wB97M-V def2-TZVPD RIJCOSX def2/J DEFGRID3
* xyz 2 2
Ru 0.02 -0.17 -0.18
C 3.36 -1.57 2.32
C 2.16 -1.38 1.46
N 1.68 -0.23 1.08
N 2.25 0.95 1.47
C 1.60 2.12 1.21
N 2.20 3.23 1.66
S 0.13 2.19 0.38
C 1.35 -2.54 1.00
C 1.67 -3.85 1.29
C 0.76 -4.85 0.96
C -0.44 -4.50 0.38
C -0.69 -3.16 0.09
N 0.19 -2.20 0.35
H 3.54 -0.70 2.96
H 4.24 -1.75 1.71
H 3.22 -2.42 2.98
H 3.13 0.93 1.96
H 3.03 3.22 2.23
H 1.75 4.12 1.51
H 2.60 -4.11 1.78
H 1.00 -5.89 1.17
H -1.20 -5.23 0.15
H -1.62 -2.85 -0.36
C 2.58 -0.55 -3.19
Se 2.02 0.66 -1.78
C 1.58 2.23 -2.89
C 0.35 2.17 -3.78
Se -1.29 2.52 -2.79
C -2.51 2.29 -4.28
H 3.45 -0.11 -3.68
H 1.79 -0.71 -3.92
H 2.87 -1.50 -2.73
H 2.49 2.34 -3.49
H 1.55 3.07 -2.19
H 0.28 1.21 -4.29
H 0.46 2.94 -4.54
H -2.33 3.05 -5.04
H -3.51 2.40 -3.88
H -2.39 1.29 -4.70
I -0.70 -1.13 -2.57
C -2.70 -1.17 -2.03
C -3.64 -1.66 -2.87
C -4.99 -1.67 -2.45
C -5.32 -1.19 -1.22
C -4.33 -0.67 -0.34
C -4.69 -0.16 0.94
C -3.74 0.35 1.74
C -2.37 0.40 1.31
C -1.97 -0.10 0.12
C -2.97 -0.65 -0.74
H -3.37 -2.04 -3.85
H -5.75 -2.05 -3.11
H -6.35 -1.19 -0.90
H -5.72 -0.18 1.24
H -4.00 0.75 2.71
H -1.64 0.83 1.98
*
```

Electronic energy = -6666.0491 Ha
Orbital gap (alpha / beta) = 6.1 / 5.8 eV
Molar mass = 764.4 u
Relative energy (zero: lowest compared OMol25 entry of this formula, charge and spin) = 21.1 kJ/mol
Maximum force = 0.034 Eh/bohr
E_HOMO (alpha / beta) = -12.97 / -12.95 eV
E_LUMO (alpha / beta) = -6.86 / -7.19 eV

3.
Formula: C5H14NO
Source: OMol25
Level of theory: ωB97M-V/def2-TZVPD

```
! wB97M-V def2-TZVPD RIJCOSX def2/J DEFGRID3
* xyz 1 1
C -1.92 0.80 0.93
C -2.03 -0.71 0.69
C -0.75 -1.34 -0.02
C 0.53 -0.62 0.20
C 1.53 -0.40 -0.64
N 0.91 -0.70 1.67
H -2.14 1.30 0.00
H -0.92 1.07 1.26
H -2.66 1.10 1.67
H -2.79 -0.95 -0.05
H -2.19 -1.29 1.60
H -0.62 -2.32 0.47
H -0.94 -1.55 -1.06
H 2.44 0.15 -0.40
H 1.33 -0.65 -1.67
H 0.11 -0.60 2.29
H 1.53 0.09 1.84
H 1.39 -1.58 1.88
H 1.25 3.14 -2.66
H 1.44 1.82 -3.43
O 1.47 2.21 -2.55
*
```

Electronic energy = -328.6148 Ha
Orbital gap = 10.8 eV
Molar mass = 104.2 u
Relative energy (zero: lowest compared OMol25 entry of this formula, charge and spin) = 187.5 kJ/mol
Maximum force = 0.040 Eh/bohr
E_HOMO = -14.39 eV
E_LUMO = -3.60 eV